#i
This record from the Open Molecules 2025 dataset describes one molecule with the formula C17H22N4O5. The level of theory is ωB97M-V/def2-TZVPD.

- total charge = 0
- spin multiplicity = 1
- frontier orbital gap (eV) = 9.87
- molecular weight (g mol⁻¹) = 362.4
- SMILES = C#CCOC(=O)CNC(=O)[C@H](CCCOC)NC(=O)c1cnc(C)cn1

Last column: Löwdin charge in e.
Element x y z (Å)
C: -5.2419 -2.4727 -3.9153  0.14
C: -5.3939 -1.2860 -3.9129  -0.09
C: -5.5855 0.1610 -3.9145  -0.16
O: -5.1495 0.7562 -2.6787  0.01
C: -3.8272 0.9468 -2.5649  -0.47
O: -3.0280 0.7007 -3.4276  0.13
C: -3.4861 1.5513 -1.2226  -0.06
N: -2.0600 1.6646 -1.0719  0.09
C: -1.4114 1.0609 -0.0419  -0.43
O: -1.9810 0.6093 0.9342  0.08
C: 0.0956 0.9421 -0.2176  -0.22
C: 0.3889 -0.2907 -1.0861  -0.12
C: 1.8756 -0.4996 -1.3420  -0.16
C: 2.1314 -1.6703 -2.2665  -0.25
O: 1.6402 -2.8494 -1.6631  -0.19
C: 1.8376 -3.9816 -2.4743  -0.12
N: 0.6865 0.8602 1.0969  0.13
C: 1.8839 1.4083 1.3857  -0.45
O: 2.5525 2.0527 0.5944  0.07
C: 2.3018 1.2551 2.8230  -0.19
C: 2.5360 2.3845 3.5988  -0.05
N: 2.8562 2.2971 4.8811  0.13
C: 2.9539 1.0730 5.4029  -0.32
C: 3.3327 0.9631 6.8478  -0.04
C: 2.6967 -0.0497 4.6212  -0.08
N: 2.3495 0.0347 3.3421  0.14
H: -5.1028 -3.5268 -3.9146  0.03
H: -5.0470 0.6121 -4.7468  0.13
H: -6.6423 0.4062 -3.9864  0.13
H: -3.9906 2.5183 -1.1500  0.14
H: -3.8732 0.9237 -0.4203  0.14
H: -1.5334 1.8656 -1.9076  0.14
H: 0.4998 1.8359 -0.6987  0.16
H: -0.0294 -1.1723 -0.5949  0.13
H: -0.1374 -0.1786 -2.0404  0.12
H: 2.3127 0.4002 -1.7817  0.12
H: 2.3971 -0.6748 -0.3989  0.12
H: 1.6303 -1.5130 -3.2337  0.13
H: 3.2069 -1.7716 -2.4645  0.12
H: 1.4375 -4.8422 -1.9425  0.09
H: 1.3166 -3.8798 -3.4341  0.09
H: 2.9030 -4.1480 -2.6737  0.09
H: 0.1763 0.3497 1.8019  0.15
H: 2.4693 3.3731 3.1606  0.12
H: 3.3425 -0.0736 7.1800  0.07
H: 4.3220 1.3926 7.0077  0.08
H: 2.6298 1.5260 7.4618  0.08
H: 2.7577 -1.0442 5.0481  0.11

#ii
This record from the Open Molecules 2025 dataset describes one molecule with the formula C17H22N4O5. The level of theory is ωB97M-V/def2-TZVPD.

- total charge = 0
- spin multiplicity = 1
- frontier orbital gap (eV) = 9.89
- molecular weight (g mol⁻¹) = 362.4
- SMILES = C#CCOC(=O)CNC(=O)[C@H](CCCOC)NC(=O)c1cnc(C)cn1

Last column: Löwdin charge in e.
Element x y z (Å)
C: -5.4804 -2.5533 -2.7312  0.14
C: -5.4807 -1.4402 -3.1695  -0.09
C: -5.4860 -0.0835 -3.7074  -0.17
O: -5.0003 0.8713 -2.7465  0.01
C: -3.6637 0.9407 -2.6264  -0.46
O: -2.8876 0.3074 -3.2876  0.13
C: -3.2811 1.9603 -1.5719  -0.07
N: -1.8642 1.9717 -1.3366  0.08
C: -1.3265 1.2795 -0.2985  -0.43
O: -1.9907 0.8358 0.6208  0.08
C: 0.1809 1.0873 -0.3620  -0.23
C: 0.4878 -0.1024 -1.2827  -0.12
C: 1.9822 -0.3406 -1.4499  -0.17
C: 2.2726 -1.5073 -2.3688  -0.25
O: 1.7450 -2.6851 -1.7935  -0.19
C: 1.9551 -3.8133 -2.6078  -0.12
N: 0.6507 0.8727 0.9883  0.12
C: 1.8012 1.4418 1.4340  -0.43
O: 2.5500 2.0796 0.7222  0.08
C: 2.1141 1.1729 2.8859  -0.18
C: 1.7162 0.0074 3.5300  -0.07
N: 2.0060 -0.2321 4.8038  0.13
C: 2.6977 0.6999 5.4533  -0.32
C: 3.0233 0.4511 6.8935  -0.04
C: 3.1003 1.8635 4.7946  -0.07
N: 2.8195 2.1013 3.5251  0.15
H: -5.4739 -3.5409 -2.3376  0.03
H: -4.8783 -0.0341 -4.6100  0.13
H: -6.5012 0.2350 -3.9316  0.13
H: -3.6364 2.9395 -1.8977  0.14
H: -3.7863 1.7168 -0.6391  0.14
H: -1.2598 2.2071 -2.1060  0.15
H: 0.6696 1.9869 -0.7451  0.15
H: 0.0122 -0.9941 -0.8686  0.13
H: 0.0266 0.0750 -2.2599  0.12
H: 2.4643 0.5553 -1.8494  0.13
H: 2.4420 -0.5356 -0.4789  0.12
H: 1.8174 -1.3418 -3.3570  0.13
H: 3.3551 -1.6170 -2.5178  0.12
H: 1.5261 -4.6727 -2.0969  0.09
H: 1.4676 -3.6963 -3.5831  0.09
H: 3.0245 -3.9918 -2.7730  0.09
H: -0.0483 0.5389 1.6361  0.13
H: 1.1704 -0.7671 3.0032  0.12
H: 3.6246 1.2567 7.3113  0.07
H: 2.1043 0.3607 7.4733  0.08
H: 3.5669 -0.4879 6.9960  0.08
H: 3.6712 2.6208 5.3208  0.11

Q: Which of them is the least stable? A: #ii.